1.
This record from OMol25 describes a 2-piece molecular cluster, C3H3ClO2 overall at a distorted geometry. The level of theory is the ωB97M-V functional and the def2-TZVPD basis.

Bonds (Å) are listed after each position.
Cartesian coordinates (Å):
1 C 1.31634 -0.46782 -0.11918  C2 1.452, O5 1.251
2 C 0.19500 0.45461 -0.12698  C1 1.452, C3 1.492, O5 1.472, Cl6 1.749
3 C -1.22130 0.02589 0.06242  C2 1.492, H7 1.088, H8 1.088, H9 1.088
4 O 2.92842 -1.79726 0.95487  no bonds
5 O 0.93873 -0.11980 -1.25986  C1 1.251, C2 1.472
6 Cl 0.55573 2.14624 0.13368  C2 1.749
7 H -1.32132 -1.03330 -0.16304  C3 1.088
8 H -1.88725 0.59789 -0.58108  C3 1.088
9 H -1.50434 0.19356 1.09916  C3 1.088

Calculated values
Calculated total energy = -726.48258 Eh
Energy relative to the best compared isomer or geometry (same formula, charge and spin) = 780.7 kJ/mol
HOMO-LUMO gap (spin up / spin down) = 8.9150 / 8.8850 eV

2.
This record from OMol25 describes a 4-piece molecular cluster, C60H51Cl2NO11P3 overall at a distorted geometry. The level of theory is the ωB97M-V functional and the def2-TZVPD basis.

Bonds (Å) are listed after each position.
Cartesian coordinates (Å):
1 C -4.84654 -1.66290 -0.87416  C2 1.528, H30 1.088, H31 1.083, H32 1.079
2 C -5.00833 -0.96903 -2.22625  C1 1.528, P3 1.810, H33 1.091, H34 1.086
3 P -4.33468 0.71053 -2.24050  C2 1.810, C4 1.814, N5 1.825
4 C -3.84118 0.89491 -3.97641  P3 1.814, H35 1.090, H36 1.086, H37 1.082
5 N -2.69897 0.42520 -1.48311  P3 1.825, C6 1.289, C28 1.480
6 C -1.89838 -0.53316 -1.80074  N5 1.289, C7 1.459, H38 1.081
7 C -0.58845 -0.51630 -1.15851  C6 1.459, C8 1.529, P12 1.894, C17 1.583
8 C 0.02274 -1.83981 -0.69716  C7 1.529, C9 1.535, H39 1.085, H40 1.091
9 C 0.74688 -2.62119 -1.80250  C8 1.535, C10 1.515, H41 1.086, H42 1.085
10 C 0.82231 -4.07466 -1.38144  C9 1.515, Cl11 1.771, H43 1.082, H44 1.084
11 Cl 1.91291 -5.02528 -2.40272  C10 1.771
12 P 0.58219 0.41565 -2.31972  C7 1.894, P13 2.197, H45 1.401
13 P 0.22363 0.05147 -4.45652  P12 2.197, O14 1.459, O15 1.593, O16 1.595
14 O 1.54074 0.14812 -5.07560  P13 1.459
15 O -0.83791 1.15036 -4.90857  P13 1.593, H46 0.970
16 O -0.45209 -1.36206 -4.75364  P13 1.595, H47 0.964
17 C -0.92066 0.41809 0.07544  C7 1.583, O18 1.420, C19 1.535, C28 1.573
18 O -1.42351 -0.41077 1.11302  C17 1.420, H48 0.969
19 C 0.27000 1.11739 0.74640  C17 1.535, C20 1.525, H49 1.085, H50 1.088
20 C 0.12698 2.60743 1.03764  C19 1.525, O21 1.198, C22 1.481
21 O -0.82304 2.98384 1.66361  C20 1.198
22 C 1.19980 3.55251 0.65112  C20 1.481, C23 1.401, C27 1.398
23 C 1.73859 4.33656 1.67904  C22 1.401, C24 1.394, H51 1.078
24 C 2.73005 5.27452 1.39438  C23 1.394, C25 1.394, H52 1.077
25 C 3.17670 5.44858 0.08574  C24 1.394, C26 1.395, H53 1.077
26 C 2.64556 4.66673 -0.94082  C25 1.395, C27 1.394, H54 1.077
27 C 1.66254 3.71980 -0.65796  C22 1.398, C26 1.394, H55 1.076
28 C -2.11104 1.30298 -0.44728  N5 1.480, C17 1.573, Cl29 1.733, H56 1.085
29 Cl -3.32303 1.68103 0.73293  C28 1.733
30 H -4.78889 -0.93750 -0.06565  C1 1.088
31 H -5.70384 -2.29118 -0.66614  C1 1.083
32 H -3.96474 -2.28492 -0.85866  C1 1.079
33 H -4.56105 -1.58325 -3.00898  C2 1.091
34 H -6.05814 -0.87035 -2.48752  C2 1.086
35 H -3.39099 -0.01157 -4.38054  C4 1.090
36 H -4.76295 1.06847 -4.52398  C4 1.086
37 H -3.15779 1.72525 -4.09835  C4 1.082
38 H -2.22640 -1.25990 -2.53072  C6 1.081
39 H 0.68088 -1.66643 0.14720  C8 1.085
40 H -0.78063 -2.47755 -0.32686  C8 1.091
41 H 0.16956 -2.55679 -2.72021  C9 1.086
42 H 1.75175 -2.24413 -1.96006  C9 1.085
43 H -0.14032 -4.54817 -1.52572  C10 1.082
44 H 1.09188 -4.18295 -0.33674  C10 1.084
45 H 0.02455 1.69556 -2.20737  P12 1.401
46 H -0.99220 1.10033 -5.86487  O15 0.970
47 H -1.38404 -1.41325 -4.51443  O16 0.964
48 H -2.19502 -0.92733 0.83656  O18 0.969
49 H 0.34701 0.65047 1.72257  C19 1.085
50 H 1.21304 0.93991 0.23453  C19 1.088
51 H 1.37563 4.20172 2.68501  C23 1.078
52 H 3.14711 5.87770 2.18382  C24 1.077
53 H 3.93104 6.18504 -0.13601  C25 1.077
54 H 2.98866 4.78356 -1.95531  C26 1.077
55 H 1.26813 3.14435 -1.47772  C27 1.076
56 H -1.75498 2.22075 -0.90425  C28 1.085
57 C 4.19862 -1.63567 -8.88669  C58 1.391, C62 1.384, H73 1.082
58 C 3.54173 -0.94564 -7.87359  C57 1.391, C59 1.384, H74 1.082
59 C 4.24727 -0.46765 -6.78343  C58 1.384, C60 1.389, H75 1.079
60 C 5.61597 -0.68917 -6.69665  C59 1.389, C61 1.397, C71 1.492
61 C 6.27360 -1.39817 -7.70450  C60 1.397, C62 1.389, C63 1.492
62 C 5.56168 -1.86218 -8.80273  C57 1.384, C61 1.389, H76 1.081
63 C 7.73552 -1.68408 -7.61931  C61 1.492, O64 1.211, C65 1.492
64 O 8.30700 -2.29296 -8.49692  C63 1.211
65 C 8.46717 -1.19982 -6.41291  C63 1.492, C66 1.389, C70 1.397
66 C 9.81832 -1.49380 -6.28380  C65 1.389, C67 1.384, H77 1.081
67 C 10.52029 -1.04441 -5.17899  C66 1.384, C68 1.391, H78 1.082
68 C 9.87750 -0.29325 -4.20108  C67 1.391, C69 1.384, H79 1.082
69 C 8.53019 -0.00082 -4.32258  C68 1.384, C70 1.389, H80 1.081
70 C 7.81770 -0.45783 -5.42395  C65 1.397, C69 1.389, C71 1.492
71 C 6.36051 -0.15379 -5.52006  C60 1.492, C70 1.492, O72 1.214
72 O 5.79948 0.50253 -4.66727  C71 1.214
73 H 3.64522 -2.00069 -9.74175  C57 1.082
74 H 2.47449 -0.77793 -7.93329  C58 1.082
75 H 3.74071 0.07129 -5.99715  C59 1.079
76 H 6.08457 -2.40050 -9.58054  C62 1.081
77 H 10.30712 -2.07492 -7.05286  C66 1.081
78 H 11.57171 -1.27723 -5.07828  C67 1.082
79 H 10.43039 0.06199 -3.34191  C68 1.082
80 H 8.01860 0.57976 -3.56813  C69 1.081
81 C -3.80526 -2.78923 5.73096  C82 1.390, C86 1.384, H97 1.082
82 C -3.64431 -3.84949 6.61561  C81 1.390, C83 1.385, H98 1.081
83 C -2.99915 -5.00545 6.20863  C82 1.385, C84 1.388, H99 1.081
84 C -2.52085 -5.11115 4.91046  C83 1.388, C85 1.398, C95 1.493
85 C -2.69915 -4.05394 4.01390  C84 1.398, C86 1.390, C87 1.484
86 C -3.33414 -2.89088 4.43375  C81 1.384, C85 1.390, H100 1.081
87 C -2.22929 -4.15805 2.60974  C85 1.484, O88 1.220, C89 1.486
88 O -2.35372 -3.22767 1.82971  C87 1.220
89 C -1.58376 -5.42516 2.17911  C87 1.486, C90 1.390, C94 1.395
90 C -1.18647 -5.56400 0.85469  C89 1.390, C91 1.384, H101 1.080
91 C -0.52354 -6.70644 0.44265  C90 1.384, C92 1.391, H102 1.083
92 C -0.26170 -7.72190 1.35690  C91 1.391, C93 1.385, H103 1.081
93 C -0.69005 -7.60707 2.66873  C92 1.385, C94 1.387, H104 1.081
94 C -1.35253 -6.46131 3.08443  C89 1.395, C93 1.387, C95 1.493
95 C -1.80529 -6.35630 4.50365  C84 1.493, C94 1.493, O96 1.209
96 O -1.59418 -7.24644 5.29390  C95 1.209
97 H -4.30194 -1.88500 6.05568  C81 1.082
98 H -4.02078 -3.77157 7.62628  C82 1.081
99 H -2.86090 -5.83270 6.89021  C83 1.081
100 H -3.45776 -2.07376 3.73675  C86 1.081
101 H -1.38717 -4.75939 0.16272  C90 1.080
102 H -0.18287 -6.81038 -0.57984  C91 1.083
103 H 0.27540 -8.60590 1.04209  C92 1.081
104 H -0.50043 -8.39415 3.38477  C93 1.081
105 C -1.70009 7.85407 8.08000  C106 1.390, C110 1.384, H121 1.082
106 C -3.01410 8.30349 8.01093  C105 1.390, C107 1.384, H122 1.082
107 C -3.97188 7.55470 7.34919  C106 1.384, C108 1.389, H123 1.081
108 C -3.61759 6.35545 6.74518  C107 1.389, C109 1.397, C119 1.490
109 C -2.29329 5.91239 6.79936  C108 1.397, C110 1.389, C111 1.490
110 C -1.33958 6.66227 7.47556  C105 1.384, C109 1.389, H124 1.081
111 C -1.87558 4.64962 6.12836  C109 1.490, O112 1.213, C113 1.494
112 O -0.72927 4.25687 6.17432  C111 1.213
113 C -2.91801 3.88094 5.38459  C111 1.494, C114 1.388, C118 1.396
114 C -2.54654 2.72625 4.71032  C113 1.388, C115 1.383, H125 1.081
115 C -3.49681 1.99521 4.02093  C114 1.383, C116 1.391, H126 1.082
116 C -4.82462 2.40915 4.00662  C115 1.391, C117 1.384, H127 1.083
117 C -5.20062 3.56074 4.67664  C116 1.384, C118 1.389, H128 1.081
118 C -4.24782 4.30366 5.36148  C113 1.396, C117 1.389, C119 1.494
119 C -4.66987 5.55890 6.05252  C108 1.490, C118 1.494, O120 1.211
120 O -5.82798 5.91386 6.04293  C119 1.211
121 H -0.95604 8.43793 8.60466  C105 1.082
122 H -3.29051 9.23966 8.47663  C106 1.082
123 H -4.99758 7.89066 7.29349  C107 1.081
124 H -0.32082 6.30420 7.51959  C110 1.081
125 H -1.51198 2.41476 4.72780  C114 1.081
126 H -3.19969 1.09853 3.49399  C115 1.082
127 H -5.56841 1.83370 3.46913  C116 1.083
128 H -6.22792 3.89695 4.67338  C117 1.081

Calculated values
Calculated total energy = -5143.76409 Eh
Energy relative to the best compared isomer or geometry (same formula, charge and spin) = 0.0 kJ/mol
Total charge = +1
HOMO-LUMO gap = 6.6756 eV